1.
Density functional theory data (ωB97M-V with the def2-TZVPD basis set) for a molecular structure, C26H60F3MgN2O10S6 at a distorted geometry.

Geometry as XYZ:
```
108
Properties=species:S:1:pos:R:3:forces:R:3
Mg 2.8920 -0.0844 1.6322 -1.71 0.88 -0.78
C -0.1272 -0.6392 1.0112 1.89 -2.00 0.18
O 0.2972 -0.8695 -0.3426 -1.00 1.36 -0.35
O 0.9847 -0.5505 1.7694 -0.97 1.18 -0.01
C -1.1291 0.5188 1.1883 0.84 -0.30 -0.40
F -0.5568 1.7332 1.0099 -0.38 -0.37 -0.41
F -2.1672 0.5074 0.3302 -0.14 -0.02 0.33
F -1.6120 0.4599 2.4360 -0.26 0.37 0.03
C -0.6783 -1.3019 -1.3197 1.58 -1.67 0.97
C 0.0063 -1.2390 -2.6694 -1.79 -0.20 -0.72
H 0.2265 -0.2450 -3.0544 0.67 -0.11 0.33
H 0.8042 -1.9773 -2.7111 0.48 0.51 0.10
H -0.7288 -1.6240 -3.3900 0.04 -0.02 -0.05
H -1.6856 -0.9313 -1.1671 0.20 0.67 -0.50
H -0.7639 -2.3853 -1.1341 -0.42 -0.06 0.02
H -0.6253 -1.5664 1.3417 -0.96 0.13 -0.19
C 2.1527 -4.3949 -4.8482 -1.47 0.07 -1.40
C 1.3713 -3.6513 -5.8843 0.74 0.13 0.51
N 0.7202 -3.1383 -6.6789 0.09 0.02 0.13
H 1.6845 -5.3731 -4.9844 0.44 -0.29 0.68
H 1.9296 -3.9811 -3.8712 0.15 -0.07 0.11
H 3.2096 -4.4568 -5.0768 0.05 0.17 0.00
C -3.1092 3.6906 1.6392 1.39 -0.01 0.96
C -1.9960 4.5300 2.1115 -0.12 0.54 -0.32
N -1.1350 5.2027 2.4683 -0.05 -0.21 -0.06
H -3.3799 3.1527 2.5504 -0.67 -0.11 -0.30
H -2.6489 2.9721 0.9617 -0.52 0.05 -0.29
H -3.8947 4.3069 1.2190 -0.15 -0.21 -0.06
C -6.3609 -3.0987 0.4690 0.38 -0.69 -0.46
S -5.8279 -2.0405 -0.9668 -0.75 0.01 1.66
O -6.9542 -1.0609 -1.0261 0.26 0.18 -0.33
C -4.4573 -1.1795 -0.0623 -0.25 -1.56 -0.81
H -7.3839 -3.4420 0.3275 -0.17 0.57 -0.39
H -6.2286 -2.5449 1.3955 -0.49 -0.38 -0.88
H -5.8182 -4.0457 0.5704 0.47 0.30 -0.19
H -4.3369 -0.2213 -0.5525 -0.10 0.18 0.17
H -3.5862 -1.8095 -0.2598 0.15 0.14 0.04
H -4.6457 -1.2053 1.0068 0.16 0.31 -0.51
C 4.4039 -1.0645 5.7513 -1.35 0.69 -0.72
S 3.1913 0.0453 4.9281 -0.44 -0.36 -0.27
O 3.2061 -0.3502 3.4646 0.50 -0.33 2.44
C 1.6293 -0.5929 5.6281 -0.15 -0.76 0.00
H 4.2517 -2.0686 5.3657 0.08 -0.04 -0.04
H 4.1481 -1.0107 6.8068 0.49 0.05 0.13
H 5.3466 -0.6225 5.4470 0.26 -0.25 0.41
H 0.7767 -0.3455 4.9953 0.32 0.48 -0.21
H 1.4527 -0.2207 6.6371 0.28 0.34 -0.08
H 1.5851 -1.6833 5.6945 0.50 -0.01 -0.15
C 4.7124 -0.6183 -2.1292 0.72 -0.03 1.59
S 3.3966 0.5534 -1.7135 -1.08 0.19 -0.66
O 3.0582 0.4276 -0.2527 1.07 0.16 -1.03
C 4.2255 2.1640 -1.9955 0.45 -1.23 0.61
H 5.6277 -0.3492 -1.5906 0.15 0.41 -0.51
H 4.8591 -0.7757 -3.1924 -0.11 0.30 -0.07
H 4.4978 -1.5644 -1.6251 -0.69 0.01 -0.33
H 3.4941 2.9527 -1.8561 -0.12 -0.05 -0.16
H 4.6297 2.1244 -3.0045 -0.16 0.16 -0.10
H 5.0462 2.2406 -1.2811 -0.05 0.13 0.04
C -1.3016 2.1754 -2.7562 -0.05 -1.82 0.00
S 0.2267 2.9977 -2.2775 -0.75 1.02 -0.09
O 1.0175 3.3177 -3.5117 -0.63 -0.11 0.73
C -0.6217 4.5369 -1.6887 0.84 0.78 -0.06
H -1.1320 1.0958 -2.6452 0.19 0.23 0.05
H -1.5542 2.2639 -3.8118 0.00 0.79 0.06
H -2.1370 2.3453 -2.0792 0.05 0.60 -0.09
H 0.1309 5.3307 -1.7339 0.20 -0.21 -0.06
H -0.9040 4.5012 -0.6350 -0.08 -0.54 -0.05
H -1.4517 4.9284 -2.2768 -0.06 -0.61 -0.27
C 2.0908 -3.8858 0.5324 -0.28 -0.23 -0.29
S 3.7549 -3.2919 0.9955 -1.21 0.78 1.01
O 3.4474 -1.8567 1.3538 1.35 -1.80 -0.66
C 3.9006 -4.1855 2.5966 -0.01 -0.43 -0.92
H 1.7227 -3.3663 -0.3553 0.57 0.38 0.01
H 1.3714 -3.6285 1.3099 0.30 -0.04 0.28
H 2.0384 -4.9442 0.2725 0.36 -0.09 0.36
H 4.2445 -5.1647 2.2520 -0.36 -0.23 0.30
H 2.9340 -4.2104 3.0923 -0.04 -0.10 -0.08
H 4.6635 -3.8368 3.2882 0.11 0.59 -0.43
C 0.8601 2.6120 3.1844 -0.91 0.09 0.38
S 2.3829 3.1693 2.3691 -1.24 -0.35 -0.10
O 3.0481 1.8984 1.9053 0.39 0.62 0.10
C 1.5629 3.7914 0.8613 1.41 -0.62 -0.74
H 0.6195 3.2382 4.0416 0.21 0.16 -0.03
H 0.8319 1.5631 3.4891 0.95 0.01 -0.02
H 0.0235 2.6293 2.4899 0.49 0.66 0.38
H 2.3962 3.9758 0.1744 0.14 0.28 0.20
H 0.9737 4.7003 0.9169 -0.19 -0.15 0.58
H 1.0888 2.9239 0.4025 -0.36 0.24 0.33
C 0.4936 0.7113 -6.0231 -0.14 0.66 0.19
C 1.5747 1.7656 -6.0863 -0.13 -0.09 -0.38
O 1.5020 2.6752 -6.8729 0.03 0.22 -0.02
C 2.7943 1.6517 -5.1981 0.28 -0.23 0.16
H -0.1694 0.7886 -6.8826 0.38 -0.22 -0.30
H -0.1687 1.0022 -5.2018 0.27 -0.40 0.39
H 0.9392 -0.2723 -5.8929 -0.36 -0.15 0.08
H 2.8294 2.5026 -4.5259 -0.03 0.24 -0.22
H 3.6630 1.6609 -5.8583 0.06 0.04 0.08
H 2.8374 0.7685 -4.5566 -0.24 -0.19 -0.23
C -6.9075 -1.2349 4.1625 -0.10 0.56 -0.46
C -5.8089 -1.1144 3.1081 0.05 0.19 1.52
O -5.2026 -2.1059 2.7725 0.44 0.17 0.44
C -5.3209 0.2686 2.6697 -1.32 -0.19 0.91
H -6.6401 -0.5858 5.0008 0.06 -0.12 0.05
H -7.0506 -2.2584 4.4933 0.25 -0.07 -0.05
H -7.8745 -0.8590 3.8174 0.11 0.08 -0.23
H -5.5612 0.4255 1.6203 0.45 0.04 -0.03
H -4.2726 0.2905 2.9577 0.17 0.22 -0.56
H -5.8652 1.0373 3.2232 0.11 -0.01 0.05
```
Forces are in eV/Å.

Computed properties:
frontier orbital gap: 0.2989 Ha
electronic energy: -129990.4626 eV
ΔE to the lowest compared entry with this formula, charge and spin: 3.1 kcal/mol
HOMO energy: -10.229 eV
net charge: +1
largest force on an atom: 2.76 eV/A
molecular weight: 834.5 g/mol



2.
Density functional theory data (ωB97M-V with the def2-TZVPD basis set) for 7 unconnected molecules or ions with the total composition C26H60F4NO8S6 at a distorted geometry.

Geometry as XYZ:
```
105
Properties=species:S:1:pos:R:3:forces:R:3
C -0.0772 3.2050 -0.0696 -0.11 0.06 -0.08
C -0.5392 1.8005 -0.8572 0.62 3.46 -1.71
C -1.3562 2.3567 -2.2077 -0.03 0.98 0.67
C 0.8073 1.0985 -1.3719 1.06 0.18 -0.62
C 0.9908 -0.5048 -1.1934 0.42 -0.57 0.42
C 1.3324 -1.1407 -2.6636 -0.07 -0.59 -0.40
C 0.0654 -1.3044 -3.6847 0.75 -1.14 -1.07
F -0.5298 -0.0140 -4.1509 1.10 -2.68 1.35
C 2.2501 -0.7317 -0.1414 -0.31 0.89 0.29
C 3.7414 -0.6140 -0.7829 1.48 0.44 1.52
O 3.9466 0.5316 -1.7066 0.91 -1.53 1.01
C 4.3366 -2.0491 -1.4033 1.34 0.20 -0.50
F 5.7392 -2.2266 -0.8848 -4.19 0.05 -1.76
F 4.4951 -1.9426 -2.8993 -0.63 -1.13 4.74
F 3.5692 -3.2383 -0.9716 2.63 3.43 -1.84
C -0.3033 -1.2435 -0.4476 -0.02 0.49 0.11
C -1.0543 -0.2239 0.5877 -1.47 -2.41 2.44
C -2.4691 -1.0087 1.0225 0.60 -0.69 0.44
C -0.2509 -0.0304 2.0422 0.37 0.81 -0.63
N -1.4728 1.0985 0.0435 -1.60 -1.58 -1.72
O -2.7720 1.1955 -0.2670 2.78 0.22 0.75
H 0.8443 2.9957 0.6596 -2.01 0.54 -1.62
H 0.1903 4.0434 -0.8756 -0.34 -1.94 1.80
H -0.9857 3.6095 0.5544 1.74 -0.84 -1.19
H -0.5977 2.8300 -2.9836 -1.40 -1.22 1.71
H -2.0085 3.2758 -1.8161 1.04 -2.28 -1.08
H -1.9943 1.5283 -2.7311 1.23 1.71 1.14
H 1.7347 1.6564 -0.8673 -2.05 -1.38 -1.05
H 0.9256 1.3356 -2.5364 -0.43 -0.50 2.68
H 2.1715 -0.5557 -3.2681 -1.79 -0.92 1.60
H 1.7806 -2.2360 -2.5074 -1.22 2.14 -0.44
H -0.7616 -2.0741 -3.2986 1.50 2.28 -0.67
H 0.5001 -1.8169 -4.6720 -0.95 1.31 2.07
H 2.1361 -1.7234 0.5099 0.51 2.04 -1.74
H 2.1545 0.1544 0.6532 0.47 -2.03 -1.75
H 4.4741 -0.3877 0.1345 -1.71 -0.93 -1.98
H 4.9222 0.8140 -1.7111 -2.13 -0.94 0.21
H -1.1121 -1.6398 -1.1923 1.55 0.95 1.18
H 0.0310 -2.1897 0.1991 -0.57 2.13 -1.48
H -2.1385 -1.9864 1.6015 -0.54 1.94 -1.12
H -3.1091 -0.3722 1.7906 1.36 -1.28 -1.92
H -3.0867 -1.3705 0.0860 1.15 1.05 1.93
H -0.9661 -0.1121 2.9672 1.33 0.05 -1.92
H 0.1856 1.0597 2.0326 -0.65 -2.04 0.14
H 0.6494 -0.7700 2.1540 -1.82 1.32 -0.18
C 4.8161 -2.1121 -6.2209 -0.11 -0.08 -0.06
S 5.4141 -0.4157 -6.0283 -0.50 0.30 -0.09
O 4.2424 0.5004 -6.2238 0.63 -0.57 0.00
C 6.3871 -0.3865 -7.5530 -0.01 0.00 -0.15
H 4.1474 -2.3410 -5.3878 0.14 0.16 -0.06
H 4.2690 -2.2114 -7.1615 0.06 0.12 0.05
H 5.6627 -2.8022 -6.2041 -0.02 0.09 0.04
H 5.7432 -0.5924 -8.4116 -0.02 0.03 0.13
H 7.1825 -1.1333 -7.4931 -0.07 0.05 0.06
H 6.8309 0.6054 -7.6629 -0.12 -0.10 0.12
C -4.0718 0.2503 -5.3350 0.11 -0.04 0.07
S -4.9598 1.7023 -5.9479 0.25 0.35 0.27
O -4.1575 2.9131 -5.5727 -0.41 -0.61 -0.08
C -6.3394 1.5825 -4.7841 0.01 0.05 0.11
H -3.1420 0.1483 -5.8993 -0.13 0.12 0.05
H -3.8396 0.3739 -4.2745 -0.03 0.08 -0.08
H -4.6839 -0.6422 -5.4839 -0.02 0.10 -0.03
H -5.9673 1.6238 -3.7575 0.10 0.00 -0.11
H -6.8776 0.6462 -4.9506 0.03 0.12 -0.05
H -7.0149 2.4229 -4.9585 0.10 -0.16 -0.12
C -0.3366 -0.1787 7.5560 -0.15 -0.01 -0.18
S -1.6559 0.4553 6.4930 0.22 -0.15 -0.19
O -1.6294 -0.3377 5.2198 0.09 0.31 0.44
C -0.8732 2.0510 6.1557 0.05 0.07 -0.12
H -0.5952 -1.1954 7.8611 -0.02 0.27 -0.09
H 0.6093 -0.1948 7.0091 -0.14 0.02 -0.01
H -0.2469 0.4524 8.4430 -0.05 -0.10 -0.08
H 0.1059 1.8974 5.6953 -0.09 -0.09 0.03
H -0.7656 2.6095 7.0887 -0.06 -0.10 -0.04
H -1.5115 2.6129 5.4702 0.01 -0.15 0.08
C 6.2167 -1.5905 3.7601 -0.01 0.04 0.13
S 5.1738 -1.5971 2.2819 -0.20 0.04 0.43
O 3.9994 -0.7043 2.5547 0.46 -0.41 -0.02
C 4.6096 -3.3066 2.4590 -0.09 -0.06 0.05
H 6.6505 -0.5944 3.8743 -0.12 -0.11 -0.12
H 5.6168 -1.8271 4.6422 -0.04 0.02 -0.13
H 7.0192 -2.3225 3.6443 -0.07 0.05 -0.07
H 4.1089 -3.4374 3.4215 0.05 0.13 -0.06
H 5.4648 -3.9829 2.3861 -0.03 0.11 -0.05
H 3.9064 -3.5256 1.6524 0.13 0.12 0.04
C 3.5295 -2.4958 10.5580 -0.01 0.03 0.12
S 2.4867 -2.5023 9.0798 -0.33 0.18 0.20
O 1.3123 -1.6096 9.3526 0.65 -0.57 0.09
C 1.9225 -4.2119 9.2569 -0.09 -0.06 0.06
H 3.9634 -1.4997 10.6722 -0.12 -0.11 -0.12
H 2.9296 -2.7324 11.4401 -0.03 0.02 -0.13
H 4.3321 -3.2278 10.4422 -0.07 0.05 -0.06
H 1.4218 -4.3427 10.2194 0.05 0.11 -0.07
H 2.7776 -4.8882 9.1840 -0.03 0.11 -0.02
H 1.2193 -4.4309 8.4503 0.11 0.14 0.06
C -11.3947 4.8746 -4.5030 -0.12 -0.04 0.05
S -9.7525 4.2256 -4.8959 -0.08 -0.43 0.05
O -9.8714 2.7341 -5.0053 0.03 0.70 0.18
C -9.0155 4.5954 -3.2858 -0.01 -0.05 0.12
H -12.0466 4.7143 -5.3649 0.19 -0.02 0.06
H -11.8061 4.3517 -3.6362 0.11 -0.02 -0.07
H -11.3250 5.9452 -4.2975 0.06 -0.08 -0.05
H -9.5736 4.0898 -2.4940 0.00 -0.01 -0.14
H -9.0236 5.6753 -3.1197 0.00 -0.08 -0.09
H -7.9833 4.2380 -3.2860 -0.14 0.03 -0.11
```
Forces are in eV/Å.

Computed properties:
frontier orbital gap (spin up / spin down): 0.2899 / 0.3090 Ha
electronic energy: -121672.5095 eV
HOMO energy (spin up / spin down): -7.773 / -8.293 eV
net charge: 0
largest force on an atom: 4.92 eV/A
spin multiplicity: 2
molecular weight: 783.2 g/mol



Number 1 is which compound?
C26H60F3MgN2O10S6



What is the formula in the second record?
C26H60F4NO8S6



net charge of number 2 (C26H60F4NO8S6)?
0



Which formula does entry 1 have?
C26H60F3MgN2O10S6